46
Properties=species:S:1:pos:R:3:nbo_charge:R:1 method="wB97M-V/def2-TZVPD" e_homo_ev="-8.4 / -8.3" de_lowest_ev=1.6045 total_charge=0 orbital_gap_ev="5.82 / 5.88" e_lumo_ev="-2.556 / -2.427"
Ru 0.30 0.06 0.09 0.7366
F -6.00 -2.25 0.61 -0.2801
C -4.76 -2.05 0.16 0.2742
C -4.16 -0.81 0.35 0.2702
F -4.81 0.16 0.98 -0.2868
C -2.88 -0.61 -0.12 0.3253
F -2.28 0.57 0.14 -0.3100
C -2.17 -1.59 -0.82 -0.3219
S -0.64 -1.24 -1.58 0.0930
C -2.80 -2.83 -0.97 0.3417
F -2.17 -3.81 -1.60 -0.2839
C -4.08 -3.06 -0.49 0.3117
F -4.65 -4.25 -0.66 -0.2883
F 4.79 -2.33 0.56 -0.2983
C 3.73 -3.00 0.98 0.7537
F 3.86 -3.29 2.27 -0.3015
F 3.61 -4.13 0.28 -0.2951
S 2.20 -1.97 0.75 2.2020
O 2.23 -0.95 1.77 -0.9456
O 2.27 -1.46 -0.60 -0.8972
N 1.08 -3.06 0.98 -1.1826
S -0.19 -2.67 1.82 2.2554
O -1.24 -3.62 1.68 -0.8849
O -0.57 -1.26 1.62 -0.9808
C 0.26 -2.77 3.63 0.7435
F 0.93 -1.71 4.06 -0.2980
F 0.99 -3.86 3.84 -0.3032
F -0.87 -2.86 4.33 -0.3024
C 0.13 3.48 -3.06 -0.6501
C 0.74 3.80 -1.73 0.0951
C 1.13 5.08 -1.40 -0.2479
C 1.59 5.39 -0.12 -0.1035
C 1.65 4.41 0.87 -0.2460
C 1.27 3.12 0.58 0.0617
C 1.27 2.02 1.59 -0.6493
C 0.86 2.77 -0.74 0.0546
N 0.59 1.50 -1.05 -0.2701
H 0.21 4.33 -3.73 0.2183
H -0.92 3.22 -2.93 0.2409
H 0.62 2.61 -3.51 0.2480
H 1.05 5.86 -2.14 0.2213
H 1.90 6.40 0.11 0.2235
H 1.98 4.66 1.87 0.2215
H 1.36 2.40 2.61 0.2569
H 2.11 1.34 1.42 0.2734
H 0.30 1.46 1.54 0.2050

***

33
Properties=species:S:1:pos:R:3:nbo_charge:R:1 method="wB97M-V/def2-TZVPD" e_homo_ev=-8.6 smiles="Cc1ccc2nc3c(cc(C#N)c(=O)n3-c3nccs3)c(=O)n2c1" total_charge=0 orbital_gap_ev=7.42 e_lumo_ev=-1.214
C 1.09 -2.14 -4.91 -0.6330
C 0.95 -1.36 -3.64 -0.0620
C 1.98 -0.43 -3.20 -0.1495
C 1.84 0.21 -1.97 -0.2118
C 0.66 -0.03 -1.13 0.4213
N 0.60 0.57 0.05 -0.4995
C -0.53 0.36 0.88 0.4817
C -1.62 -0.37 0.42 -0.2856
C -2.82 -0.48 1.23 -0.0176
C -2.90 0.11 2.48 -0.2574
C -4.04 -0.08 3.30 0.2752
N -4.99 -0.20 3.91 -0.2792
C -1.77 0.91 2.95 0.6525
O -1.83 1.40 4.06 -0.5698
N -0.62 0.99 2.16 -0.4488
C 0.52 1.58 2.74 0.2182
N 1.65 0.97 2.75 -0.4127
C 2.65 1.75 3.25 -0.0601
C 2.27 2.97 3.69 -0.4383
S 0.57 3.18 3.49 0.4514
C -1.51 -1.03 -0.85 0.6490
O -2.42 -1.77 -1.22 -0.6096
N -0.38 -0.85 -1.63 -0.3948
C -0.19 -1.57 -2.83 0.0450
H 1.30 -1.51 -5.78 0.2281
H 0.19 -2.71 -5.11 0.2257
H 1.89 -2.91 -4.84 0.2278
H 2.85 -0.21 -3.84 0.2326
H 2.58 0.94 -1.58 0.2518
H -3.66 -1.09 0.83 0.2606
H 3.66 1.41 3.35 0.2117
H 2.95 3.66 4.20 0.2495
H -0.93 -2.26 -3.18 0.2474

***

36
Properties=species:S:1:pos:R:3:nbo_charge:R:1 method="wB97M-V/def2-TZVPD" e_homo_ev=-8.3 smiles="O=[N+]([O-])c1ccccc1-c1cn2nc(-c3ccc4c(c3)OCO4)sc2n1" total_charge=0 orbital_gap_ev=7.90 e_lumo_ev=-0.441
O -1.11 1.28 4.95 -0.3989
N -0.36 0.24 4.76 0.4860
O 0.84 0.29 4.67 -0.3202
C -0.99 -1.00 4.70 0.0594
C -1.70 -1.49 5.91 -0.1704
C -2.32 -2.67 5.92 -0.2270
C -2.47 -3.37 4.66 -0.1477
C -1.89 -2.88 3.48 -0.1956
C -1.15 -1.75 3.51 -0.0325
C -0.71 -1.32 2.14 0.0773
C -0.20 -0.06 1.70 -0.0664
N -0.04 -0.18 0.40 -0.1826
N 0.33 0.71 -0.52 -0.2111
C 0.23 0.21 -1.72 0.1234
C 0.50 0.93 -2.97 -0.1570
C -0.38 1.57 -3.87 -0.1448
C 0.02 2.23 -5.05 -0.3014
C 1.34 2.26 -5.27 0.3087
C 2.31 1.77 -4.42 0.2101
C 1.88 1.12 -3.24 -0.1971
O 3.66 1.90 -4.88 -0.4763
C 3.36 2.63 -6.12 0.2109
O 1.98 2.65 -6.39 -0.4889
S -0.63 -1.43 -1.74 0.3562
C -0.51 -1.41 -0.02 0.1342
N -0.94 -2.18 0.98 -0.4563
H -1.73 -0.82 6.70 0.2226
H -2.64 -3.04 6.92 0.2285
H -2.94 -4.29 4.67 0.2070
H -2.07 -3.54 2.67 0.2494
H 0.12 0.76 2.26 0.2404
H -1.49 1.42 -3.57 0.2282
H -0.68 2.68 -5.73 0.2435
H 2.78 0.82 -2.72 0.2375
H 4.08 2.25 -6.93 0.1970
H 3.54 3.70 -5.83 0.1538

***

28
Properties=species:S:1:pos:R:3:nbo_charge:R:1 method="wB97M-V/def2-TZVPD" e_homo_ev=-7.6 de_lowest_ev=0.0000 smiles="O=C1C=c2cc3c(cc2-c2ccccc21)=CC=C3" total_charge=0 orbital_gap_ev=5.49 e_lumo_ev=-2.076
O -3.43 -2.00 -0.54 -0.5353
C -2.42 -1.37 -0.32 0.4778
C -1.27 -1.57 -1.13 -0.1755
C -0.10 -0.89 -1.02 -0.0830
C 1.01 -1.29 -1.77 -0.0931
C 2.24 -0.67 -1.52 0.0238
C 2.35 0.34 -0.60 -0.1871
C 1.26 0.79 0.10 -0.0890
C 0.00 0.13 -0.04 -0.0368
C -1.18 0.41 0.86 0.0747
C -1.17 1.39 1.85 -0.2347
C -2.32 1.68 2.60 -0.1803
C -3.50 1.00 2.33 -0.2235
C -3.54 0.01 1.37 -0.1418
C -2.37 -0.31 0.69 -0.1884
C 3.64 0.80 -0.57 -0.1413
C 4.39 0.00 -1.52 -0.2309
C 3.54 -0.91 -2.10 -0.2271
H -1.38 -2.35 -1.89 0.2196
H 0.95 -2.06 -2.49 0.2188
H 1.36 1.60 0.84 0.2112
H -0.29 1.97 2.06 0.2064
H -2.31 2.42 3.41 0.2172
H -4.39 1.31 2.88 0.2153
H -4.44 -0.52 1.14 0.2388
H 4.11 1.57 0.04 0.2198
H 5.43 0.15 -1.81 0.2207
H 3.83 -1.64 -2.86 0.2236

***

40
Properties=species:S:1:pos:R:3:nbo_charge:R:1 method="wB97M-V/def2-TZVPD" e_homo_ev="-7.9 / -8.6" de_lowest_ev=0.6197 total_charge=0 spin_multiplicity=6 orbital_gap_ev="7.80 / 6.83" s_squared=8.760 e_lumo_ev="-0.133 / -1.726"
Ru 0.05 -0.56 -0.88 1.4378
C 4.36 -0.12 -1.56 -0.2583
C 4.86 -0.35 -0.28 -0.1302
C 4.01 -0.34 0.81 -0.2313
C 2.66 -0.09 0.61 0.2205
N 2.19 0.17 -0.62 -0.5000
C 3.01 0.14 -1.68 0.0736
C 1.63 -0.18 1.66 -0.0384
C 1.91 -0.11 3.03 -0.1971
C 0.89 -0.24 3.95 -0.2180
C -0.42 -0.43 3.53 -0.1833
C -0.71 -0.49 2.17 -0.2459
C 0.31 -0.36 1.24 -0.3180
H 4.99 -0.14 -2.43 0.2312
H 5.92 -0.55 -0.15 0.2243
H 4.38 -0.55 1.80 0.2261
H 2.55 0.35 -2.64 0.2164
H 2.92 0.05 3.37 0.2073
H 1.11 -0.20 5.01 0.2158
H -1.22 -0.53 4.26 0.2138
H -1.74 -0.63 1.85 0.2093
F -2.72 4.07 -2.10 -0.3108
C -3.30 3.49 -1.04 0.9834
F -2.67 3.93 0.07 -0.3134
F -4.57 3.95 -0.97 -0.3272
C -3.28 1.99 -1.13 -0.2267
C -4.46 1.27 -0.98 -0.0963
C -4.43 -0.12 -1.03 -0.2919
C -3.22 -0.74 -1.24 0.0839
N -2.09 -0.06 -1.39 -0.5722
C -2.09 1.30 -1.34 0.1077
S -0.50 1.97 -1.48 -0.1452
H -5.39 1.80 -0.81 0.2418
H -5.34 -0.69 -0.92 0.2334
H -3.13 -1.82 -1.31 0.2258
O 1.54 -2.67 -0.36 -0.8196
Cl 0.72 -3.07 -1.47 2.5291
O 1.03 -4.37 -1.92 -0.7692
O 0.92 -2.09 -2.53 -0.8465
O -0.67 -2.96 -1.07 -0.8419

***

37
Properties=species:S:1:pos:R:3:nbo_charge:R:1 method="wB97M-V/def2-TZVPD" e_homo_ev="2.4 / -2.2" total_charge=-2 spin_multiplicity=2 orbital_gap_ev="1.47 / 6.09" s_squared=0.760 e_lumo_ev="3.904 / 3.902"
Hg -0.61 0.35 0.14 1.3627
O 1.99 -0.17 0.07 -0.7822
C 2.46 -0.89 1.23 0.0840
C 1.40 -0.71 2.41 0.8018
O 1.80 -0.93 3.54 -0.6902
O 0.23 -0.40 2.08 -0.8461
C 3.76 -0.33 1.72 -0.0220
C 4.49 -1.04 2.68 -0.1591
C 5.65 -0.50 3.21 -0.2310
C 6.11 0.73 2.79 -0.2471
C 5.40 1.44 1.84 -0.2515
C 4.22 0.92 1.32 -0.1709
C 2.53 -2.35 0.84 -0.2484
C 3.60 -2.81 0.05 -0.3771
C 3.60 -4.10 -0.45 -0.2036
C 2.55 -4.96 -0.17 -0.4049
C 1.50 -4.52 0.64 -0.3567
C 1.49 -3.23 1.13 -0.1287
H 2.62 -0.33 -0.64 0.4816
H 4.13 -2.00 3.01 0.2413
H 6.20 -1.05 3.97 0.1918
H 7.02 1.15 3.21 0.1868
H 5.75 2.41 1.51 0.1893
H 3.65 1.50 0.61 0.2107
H 4.42 -2.14 -0.17 0.1764
H 4.42 -4.43 -1.07 0.1732
H 2.55 -5.97 -0.57 0.1669
H 0.68 -5.19 0.87 0.1731
H 0.67 -2.90 1.74 0.1889
S -5.49 5.54 -0.38 -0.1642
C -4.36 4.32 -0.36 -0.5185
S -2.63 4.61 -0.11 0.4273
C -2.16 2.92 -0.35 -0.4208
C -3.15 2.00 -0.31 -0.4249
S -3.02 0.27 -0.46 -0.4063
S -4.77 2.63 -0.02 0.4228
S -0.45 2.66 -0.58 -0.4241

***

51
Properties=species:S:1:pos:R:3:nbo_charge:R:1 method="wB97M-V/def2-TZVPD" e_homo_ev=-9.0 de_lowest_ev=1.6333 total_charge=0 orbital_gap_ev=7.37 e_lumo_ev=-1.676
Ta -0.23 -0.72 1.11 2.1099
O -4.11 -0.86 -0.33 -0.5208
C -3.02 -0.38 -0.35 0.8022
O -2.14 -0.50 0.66 -0.8292
C -2.50 0.41 -1.56 -0.0079
C -0.95 2.11 -2.15 0.3593
C -1.83 2.53 -3.33 -0.4537
C -1.79 1.30 -4.25 -0.4392
C -0.89 0.33 -3.47 0.0938
O -0.04 1.19 -2.70 -0.5091
C -1.71 -0.53 -2.49 -0.3693
C -0.83 -1.51 -1.75 0.8192
O -0.79 -2.67 -2.01 -0.5159
O -0.06 -0.96 -0.77 -0.8034
H -3.38 0.77 -2.09 0.2150
H -0.39 2.91 -1.67 0.1983
H -2.83 2.81 -3.01 0.2241
H -1.38 3.40 -3.81 0.2303
H -2.77 0.88 -4.45 0.2189
H -1.33 1.53 -5.21 0.2308
H -0.26 -0.30 -4.10 0.2195
H -2.41 -1.15 -3.05 0.2593
F 2.58 0.85 0.43 -0.2789
C 2.65 1.61 1.51 0.7601
F 2.84 2.87 1.17 -0.2852
F 3.63 1.20 2.29 -0.2851
S 1.06 1.47 2.44 2.2212
O 0.95 0.01 2.75 -0.9269
O 1.10 2.39 3.51 -0.8330
N 0.01 1.61 1.24 -1.2075
S -1.59 2.08 1.75 1.4176
O -1.70 1.49 -1.12 -0.5407
O -1.87 1.27 2.94 -0.8963
C -1.21 3.83 2.40 0.7816
F -2.28 4.55 2.01 -0.3190
F -0.13 4.36 1.84 -0.3093
F -1.13 3.88 3.71 -0.2818
Se -1.49 -2.45 2.42 0.1277
C -0.30 -3.39 3.46 0.0178
N 0.40 -3.97 4.18 -0.3241
Br 5.36 -4.80 0.99 0.0677
C 3.81 -3.72 1.05 -0.0587
C 3.05 -3.56 -0.10 -0.2473
C 1.92 -2.76 -0.05 -0.1835
C 1.51 -2.09 1.12 -0.4352
C 2.30 -2.32 2.26 -0.1787
C 3.44 -3.11 2.23 -0.2466
H 3.33 -4.05 -1.02 0.2282
H 1.35 -2.67 -0.96 0.2276
H 2.04 -1.89 3.21 0.2244
H 4.01 -3.27 3.14 0.2319

***

38
Properties=species:S:1:pos:R:3:nbo_charge:R:1 method="wB97M-V/def2-TZVPD" e_homo_ev=-6.6 de_lowest_ev=0.0576 total_charge=0 orbital_gap_ev=6.55 e_lumo_ev=-0.093
Cu -0.23 0.15 0.77 0.7904
C -1.13 0.65 3.81 -0.7953
C -1.90 -0.14 2.97 0.1373
N -1.64 -0.55 1.73 -0.5857
C -2.57 -1.55 1.31 0.2035
C -3.47 -1.88 2.27 -0.4602
S -3.26 -0.99 3.70 0.4434
C -2.73 -2.22 -0.06 0.0963
C -3.71 -3.14 -0.29 -0.4505
S -3.65 -3.72 -1.90 0.4367
C -2.22 -2.71 -2.12 0.0852
N -1.86 -1.98 -1.08 -0.4517
C -1.33 -2.71 -3.36 -0.6868
H -0.09 1.00 3.49 0.3429
H -1.32 0.36 4.88 0.2554
H -1.31 1.61 4.23 0.2999
H -4.26 -2.59 2.20 0.2405
H -4.50 -3.51 0.35 0.2406
H -1.41 -3.63 -3.96 0.2321
H -0.27 -2.42 -3.15 0.2476
H -1.25 -1.91 -3.99 0.2468
Cl 3.11 3.87 2.86 0.0257
C 3.03 3.12 1.36 -0.1826
C 3.97 3.49 0.40 -0.1811
C 3.93 2.95 -0.88 -0.1200
Cl 5.14 3.53 -1.96 -0.0099
C 2.95 1.98 -1.21 -0.0923
C 2.84 1.32 -2.45 -0.1114
C 1.80 0.41 -2.70 -0.2803
C 0.92 0.06 -1.68 0.0408
N 1.07 0.62 -0.47 -0.5369
C 2.01 1.56 -0.23 0.1028
C 2.00 2.15 1.10 0.3814
O 1.08 1.84 1.98 -0.8005
H 4.74 4.19 0.70 0.2344
H 3.60 1.57 -3.18 0.2281
H 1.75 -0.12 -3.66 0.2180
H 0.15 -0.66 -1.80 0.2154